Version P
ORCA calculation (wB97M-V/def2-TZVPD) on a 10-piece molecular cluster, C20H60O10S10 overall.

## Properties
Net charge: 0
E_HOMO in eV: -8.57

The geometry in XYZ format:
```
100
C20H60O10S10 wB97M-V/def2-TZVPD
C -1.346 0.791 4.116
S -2.581 -0.219 4.862
O -2.018 -0.993 6.073
C -3.225 1.139 5.801
H -0.973 0.388 3.188
H -0.622 0.798 4.931
H -1.740 1.772 3.990
H -3.774 0.678 6.665
H -3.967 1.698 5.165
H -2.440 1.828 6.136
C -5.354 -0.464 -3.451
S -3.580 -0.525 -3.638
O -3.111 0.852 -3.177
C -3.204 -1.709 -2.310
H -5.581 -1.470 -3.306
H -5.717 -0.147 -4.416
H -5.788 0.188 -2.674
H -2.089 -1.884 -2.106
H -3.687 -2.671 -2.544
H -3.699 -1.251 -1.380
C 1.407 -1.801 -2.991
S 3.057 -1.237 -2.633
O 4.065 -2.376 -2.815
C 3.285 -0.328 -4.153
H 1.622 -2.507 -3.741
H 0.720 -1.028 -3.319
H 1.097 -2.435 -2.106
H 3.237 -0.894 -5.098
H 4.366 0.076 -3.980
H 2.631 0.467 -4.040
C -4.744 1.260 0.083
S -3.556 1.407 1.371
O -2.496 2.249 0.663
C -4.264 2.692 2.296
H -5.085 2.173 -0.291
H -5.622 0.775 0.568
H -4.258 0.704 -0.674
H -3.462 3.160 2.881
H -5.164 2.487 2.891
H -4.573 3.518 1.617
C 0.106 1.654 -4.911
S -0.438 3.320 -5.280
O 0.578 4.244 -4.623
C 0.228 3.210 -6.886
H -0.707 1.076 -5.397
H -0.017 1.360 -3.866
H 1.042 1.333 -5.354
H -0.371 2.548 -7.531
H 1.296 2.981 -6.865
H 0.056 4.159 -7.284
C 2.045 -2.433 1.805
S 0.287 -2.578 2.137
O 0.103 -4.062 1.940
C 0.068 -2.400 3.874
H 2.325 -2.473 0.722
H 2.669 -3.291 2.205
H 2.413 -1.640 2.369
H 0.501 -3.110 4.512
H -0.993 -2.328 4.131
H 0.455 -1.407 4.172
C 2.868 3.961 3.519
S 1.517 2.815 3.774
O 1.125 2.798 5.259
C 0.260 3.839 2.970
H 2.616 4.982 3.660
H 3.272 3.903 2.467
H 3.640 3.582 4.282
H 0.238 4.618 3.770
H -0.720 3.453 2.818
H 0.589 4.202 1.967
C 0.618 1.086 1.086
S 0.360 1.279 -0.616
O 1.644 0.985 -1.372
C -0.757 -0.055 -0.963
H 1.093 0.054 1.160
H -0.358 1.466 1.499
H 1.467 1.734 1.391
H -0.420 -1.029 -0.775
H -0.952 -0.052 -2.080
H -1.723 0.112 -0.491
C 4.374 0.206 0.246
S 4.750 1.015 1.813
O 3.599 0.566 2.733
C 6.021 -0.228 2.105
H 5.235 -0.267 -0.142
H 4.053 1.050 -0.384
H 3.529 -0.519 0.345
H 6.977 0.015 1.691
H 5.656 -1.226 1.787
H 6.076 -0.236 3.220
C -0.660 -4.496 -1.874
S -0.159 -6.051 -1.283
O 0.135 -6.969 -2.522
C 1.500 -5.504 -0.933
H -0.166 -4.137 -2.820
H -0.420 -3.729 -1.149
H -1.768 -4.382 -2.006
H 2.042 -4.988 -1.758
H 1.915 -6.420 -0.587
H 1.526 -4.763 -0.131
```

Atom charges from the Mulliken analysis, given in e for atoms 1 to 5: -0.794 0.491 -0.668 -0.898 -0.150

***

Version Q
ORCA calculation (wB97M-V/def2-TZVPD) on a 10-piece molecular cluster, C20H60O10S10 overall.

## Properties
Net charge: 0
E_HOMO in eV: -8.39

The geometry in XYZ format:
```
100
C20H60O10S10 wB97M-V/def2-TZVPD
C -3.393 -3.817 0.919
S -5.017 -3.409 1.729
O -4.687 -3.571 3.248
C -5.100 -1.544 1.411
H -3.354 -3.693 -0.163
H -3.337 -4.904 0.964
H -2.518 -3.261 1.258
H -4.434 -0.809 1.863
H -6.067 -1.249 1.821
H -5.103 -1.449 0.325
C 0.699 0.929 5.444
S 1.920 1.632 4.220
O 1.309 1.441 2.824
C 2.153 3.409 4.631
H -0.304 0.646 5.124
H 0.763 1.522 6.356
H 1.063 -0.091 5.569
H 2.814 3.757 3.837
H 2.506 3.775 5.596
H 1.151 3.823 4.517
C -0.770 5.661 -2.583
S -2.241 4.576 -2.570
O -1.841 3.535 -3.574
C -1.901 3.774 -0.985
H -0.565 5.976 -3.606
H -0.022 4.914 -2.317
H -0.518 6.364 -1.790
H -1.016 4.123 -0.453
H -1.762 2.714 -1.197
H -2.623 3.885 -0.176
C 4.214 -4.013 -1.644
S 4.336 -4.257 -3.437
O 3.382 -5.366 -3.860
C 3.687 -2.621 -3.951
H 4.969 -4.566 -1.085
H 3.165 -4.137 -1.378
H 4.603 -3.019 -1.424
H 3.222 -2.699 -4.934
H 4.438 -1.853 -4.135
H 2.949 -2.190 -3.274
C -0.317 -4.689 -4.920
S -2.005 -4.311 -4.186
O -2.376 -5.455 -3.256
C -1.345 -2.966 -3.081
H 0.129 -3.730 -5.182
H -0.351 -5.315 -5.812
H 0.426 -5.075 -4.221
H -0.990 -2.117 -3.665
H -0.447 -3.317 -2.573
H -2.162 -2.550 -2.493
C -1.838 1.352 -6.623
S -0.765 0.428 -5.441
O -0.103 -0.690 -6.224
C 0.502 1.691 -4.956
H -2.309 2.125 -6.016
H -2.651 0.796 -7.091
H -1.290 1.874 -7.408
H 0.697 1.579 -3.889
H 0.137 2.718 -4.970
H 1.533 1.687 -5.311
C -1.964 -1.829 5.814
S -1.395 -3.305 4.823
O -0.566 -4.101 5.859
C -0.311 -2.305 3.709
H -1.973 -0.879 5.279
H -1.212 -1.681 6.589
H -2.924 -2.172 6.201
H 0.722 -2.651 3.695
H -0.307 -1.244 3.959
H -0.647 -2.321 2.672
C 0.348 -0.495 -1.112
S -1.100 -1.126 -0.136
O -2.289 -0.535 -0.901
C -0.949 0.159 1.131
H 1.217 -0.791 -0.525
H 0.247 0.503 -1.539
H 0.485 -1.069 -2.029
H -0.431 1.025 0.719
H -0.480 -0.130 2.071
H -1.987 0.467 1.255
C -1.620 3.416 3.220
S -1.913 4.327 4.866
O -1.023 3.648 5.848
C -1.117 5.924 4.610
H -2.355 3.833 2.531
H -2.022 2.411 3.094
H -0.697 3.594 2.669
H -1.315 6.435 5.552
H -1.586 6.400 3.748
H -0.048 5.747 4.491
C 5.987 0.319 -1.182
S 4.197 0.805 -0.908
O 3.231 0.124 -1.876
C 3.979 -0.054 0.672
H 5.839 -0.754 -1.297
H 6.577 0.574 -0.301
H 6.341 0.583 -2.178
H 3.276 0.399 1.371
H 4.927 -0.149 1.203
H 3.611 -1.070 0.533
```

Atom charges from the Mulliken analysis, given in e for atoms 1 to 5: -0.336 0.411 -0.585 -0.784 0.354

***

Most stable to least stable, the ends of the list are version P and version Q.

***

Version P
ORCA calculation (wB97M-V/def2-TZVPD) on one molecule with the formula C21H26N4O4S.

## Properties
Structure (SMILES): COCCn1c(SCC(=O)N2C[C@@H](C)O[C@@H](C)C2)nc2c([nH]c3ccccc32)c1=O
Net charge: 0
E_HOMO in eV: -7.95

The geometry in XYZ format:
```
56
C21H26N4O4S wB97M-V/def2-TZVPD
C -1.297 -2.774 -2.715
H -0.707 -2.554 -3.603
O -0.439 -3.464 -1.840
C -1.033 -3.944 -0.658
C -0.887 -2.995 0.543
N -1.677 -1.787 0.402
C -1.132 -0.608 -0.024
N -1.776 0.499 -0.194
C -3.104 0.467 0.071
C -3.749 -0.687 0.514
N -5.080 -0.425 0.699
C -5.313 0.883 0.383
C -6.499 1.609 0.412
C -6.449 2.934 0.035
C -5.252 3.537 -0.365
C -4.071 2.830 -0.397
C -4.094 1.489 -0.020
H -3.145 3.288 -0.705
H -5.262 4.578 -0.652
H -7.354 3.522 0.047
H -7.425 1.146 0.718
H -5.755 -1.100 1.017
C -3.048 -1.916 0.706
O -3.507 -2.980 1.084
S 0.590 -0.584 -0.375
C 0.748 1.156 -0.899
H 0.142 1.281 -1.794
C 2.192 1.478 -1.251
O 2.511 1.685 -2.406
N 3.072 1.572 -0.231
C 2.856 1.214 1.152
H 1.803 1.059 1.369
H 3.235 2.029 1.780
C 3.652 -0.066 1.471
C 3.523 -0.454 2.936
H 3.893 0.351 3.565
H 4.117 -1.342 3.130
H 2.485 -0.657 3.180
O 5.020 0.136 1.188
C 5.248 0.477 -0.167
C 6.747 0.651 -0.360
H 6.964 0.885 -1.398
H 7.259 -0.266 -0.083
H 7.109 1.454 0.275
C 4.480 1.758 -0.526
H 4.579 1.984 -1.588
H 4.860 2.593 0.071
H 4.874 -0.339 -0.810
H 3.263 -0.877 0.828
H 0.356 1.787 -0.103
H 0.161 -2.723 0.672
H -1.254 -3.518 1.431
H -0.508 -4.871 -0.408
H -2.095 -4.171 -0.813
H -1.667 -1.833 -2.294
H -2.159 -3.393 -2.995
```

Atom charges from the natural (NBO) analysis, given in e for atoms 1 to 5: -0.245 0.200 -0.541 -0.071 -0.253

***

Version Q
ORCA calculation (wB97M-V/def2-TZVPD) on one molecule with the formula C21H26N4O4S.

## Properties
Structure (SMILES): CCOC(=O)C1CCN([C@H](c2cccc(OC)c2)c2sc3nc(C)nn3c2O)CC1
Net charge: 0
E_HOMO in eV: -8.21

The geometry in XYZ format:
```
56
C21H26N4O4S wB97M-V/def2-TZVPD
C -6.595 -0.458 1.455
C -5.130 -0.181 1.756
H -4.956 -0.102 2.831
H -4.810 0.740 1.256
O -4.296 -1.257 1.323
C -3.928 -1.264 0.036
O -4.252 -0.417 -0.754
C -3.085 -2.490 -0.278
C -1.917 -2.626 0.703
C -0.904 -1.513 0.456
N -0.403 -1.622 -0.900
C -1.468 -1.373 -1.854
C -2.548 -2.443 -1.709
H -3.359 -2.225 -2.404
H -2.121 -3.416 -1.956
H -1.052 -1.416 -2.864
H -1.926 -0.381 -1.715
C 0.816 -0.873 -1.158
C 0.691 0.591 -0.824
C 0.785 1.193 0.387
N 0.531 2.537 0.305
C 0.229 3.016 -0.934
N 0.015 4.313 -0.871
C 0.201 4.592 0.441
N 0.516 3.544 1.188
C 0.064 5.958 0.990
H -0.936 6.336 0.790
H 0.247 5.939 2.060
H 0.777 6.621 0.504
S 0.248 1.750 -2.085
O 1.104 0.646 1.573
H 1.162 1.358 2.227
C 2.006 -1.506 -0.462
C 3.167 -0.783 -0.260
C 4.277 -1.362 0.352
C 4.220 -2.691 0.754
C 3.064 -3.419 0.525
C 1.966 -2.842 -0.080
H 1.073 -3.416 -0.266
H 3.028 -4.456 0.827
H 5.061 -3.168 1.233
O 5.357 -0.544 0.504
C 6.517 -1.067 1.103
H 6.327 -1.394 2.131
H 6.925 -1.903 0.526
H 7.238 -0.252 1.113
H 3.248 0.246 -0.574
H 0.997 -0.941 -2.240
H -0.065 -1.602 1.148
H -1.395 -0.539 0.633
H -2.279 -2.581 1.730
H -1.432 -3.590 0.544
H -3.755 -3.351 -0.161
H -6.748 -0.520 0.380
H -7.207 0.346 1.852
H -6.902 -1.397 1.911
```

Atom charges from the natural (NBO) analysis, given in e for atoms 1 to 5: -0.634 -0.075 0.188 0.199 -0.517

***

Most stable to least stable, the ends of the list are version P and version Q.